C4H8NO3 as an isolated structure in a non-equilibrium geometry. Source: OMol25; level of theory: ωB97M-V/def2-TZVPD.

Calculated values
electronic energy = -11911.3990 eV
Kohn-Sham gap = 8.495 eV
relative energy (zero: lowest compared OMol25 entry of this formula, charge and spin) = 43.7 kcal/mol
net charge = -1

```
16
Properties=species:S:1:pos:R:3:forces:R:3
O 2.8296 0.7079 2.1624 0.987 0.381 0.663
O -0.1441 0.8680 -0.8396 -3.109 1.550 -4.210
O -1.2070 -1.0863 -0.3619 -0.073 1.457 -1.207
N 1.0482 0.1751 0.8471 3.910 -0.944 4.514
C 2.0771 0.9667 1.2348 -1.774 -1.487 -0.575
C -2.0584 0.2683 -2.1336 0.145 0.001 -0.234
C 0.7608 -1.0729 1.5282 0.335 -0.200 0.476
C -1.0283 -0.0163 -1.0060 -1.756 -1.215 -0.695
H 0.5286 -0.8964 2.5919 0.246 -0.104 -0.125
H -0.1111 -1.5526 1.0527 0.718 0.437 0.357
H -1.6086 0.8689 -2.9421 -0.158 -0.110 0.371
H 0.4729 0.4780 0.0572 0.216 0.184 0.059
H 1.6195 -1.7624 1.4653 -0.093 0.166 0.227
H -2.4456 -0.6697 -2.5659 0.135 0.326 0.327
H 2.1695 1.8907 0.6140 -0.008 -0.265 0.196
H -2.9032 0.8329 -1.7043 0.279 -0.176 -0.144
```
Forces are in eV/Å.



A 2-piece molecular cluster, C4H8NO3 overall in a non-equilibrium geometry. Source: OMol25; level of theory: ωB97M-V/def2-TZVPD.

Calculated values
electronic energy = -11912.2672 eV
Kohn-Sham gap = 7.505 eV
relative energy (zero: lowest compared OMol25 entry of this formula, charge and spin) = 23.7 kcal/mol
net charge = -1

```
16
Properties=species:S:1:pos:R:3:forces:R:3
O 3.1107 1.0562 2.0122 0.293 -0.406 0.203
O 0.9084 0.7317 2.2400 0.068 -0.477 -0.037
O -0.0746 -0.2899 -1.8689 -1.262 0.098 -0.686
N -0.8201 0.1732 0.1552 -0.028 0.175 0.078
C -1.0531 -0.0075 -1.1664 2.755 -0.190 1.300
C 2.0608 0.4229 1.8102 -0.118 1.032 -0.646
C -2.4238 0.2132 -1.6330 -2.859 0.859 -1.411
C 2.0834 -0.7325 0.7690 0.251 -0.799 1.655
H 1.6227 -0.4012 -0.1567 0.496 -0.287 -0.298
H 1.4891 -1.5467 1.2105 -0.282 0.184 -0.366
H -1.5168 0.3990 0.8454 -0.082 0.090 -0.255
H -3.0329 0.8591 -0.9751 0.512 -0.289 0.052
H -2.5057 0.7057 -2.6213 0.776 -0.014 0.418
H 3.0794 -1.1797 0.6908 0.016 0.539 -0.536
H -3.0756 -0.6462 -1.8386 0.641 -0.444 0.499
H 0.1481 0.2426 0.5267 -1.175 -0.073 0.029
```
Forces are in eV/Å.



C4H8NO3 as an isolated structure in a non-equilibrium geometry. Source: OMol25; level of theory: ωB97M-V/def2-TZVPD.

Calculated values
electronic energy = -11907.0008 eV
Kohn-Sham gap = 6.907 eV
relative energy (zero: lowest compared OMol25 entry of this formula, charge and spin) = 145.1 kcal/mol
net charge = -1

```
16
Properties=species:S:1:pos:R:3:forces:R:3
O -0.5540 -1.3943 -1.8267 2.969 -1.243 1.378
O -1.1831 2.6843 1.3486 -0.548 -0.792 -0.637
O 0.5052 1.5022 2.2089 0.132 0.094 1.100
N -0.5143 1.0596 -0.9540 -3.144 1.374 -2.724
C -0.4421 0.5281 0.3270 0.964 -0.204 2.220
C 0.8865 -0.3953 0.3698 -0.960 3.410 -1.153
C -0.4414 1.6862 1.4104 1.727 -0.261 -0.115
C 0.6325 -1.6554 -0.3351 -1.744 -1.834 2.971
H 1.4579 -2.3600 -0.5477 -0.446 0.438 -0.404
H 1.5448 0.2918 -0.1810 0.544 -0.532 0.280
H -0.2200 -2.1543 0.1384 0.633 -0.267 -0.133
H 0.4983 -1.2557 -1.4844 -1.559 0.819 -3.539
H -0.7777 0.1949 -1.5112 0.119 2.003 0.002
H 1.1156 -0.3372 1.4248 0.340 -0.755 0.428
H -1.1806 -0.2044 0.6118 -1.212 -0.302 0.026
H -1.3274 1.8096 -0.9997 2.188 -1.949 0.299
```
Forces are in eV/Å.



A 2-piece molecular cluster, C4H8NO3 overall. Source: OMol25; level of theory: ωB97M-V/def2-TZVPD.

Calculated values
electronic energy = -11911.9460 eV
Kohn-Sham gap = 8.732 eV
relative energy (zero: lowest compared OMol25 entry of this formula, charge and spin) = 31.1 kcal/mol
net charge = -1

```
16
Properties=species:S:1:pos:R:3:forces:R:3
O -0.7388 0.5864 -1.7638 -0.075 0.295 0.187
O -1.5078 0.7350 0.8481 0.096 -0.129 -0.180
O -1.1235 -1.4971 0.8302 -0.055 0.035 -0.120
N -1.9865 -0.5037 2.6743 -0.020 0.568 0.425
C 0.4571 -0.1513 -1.8241 -0.159 -0.034 0.603
C 2.3795 0.3846 -0.2960 0.014 -0.337 -0.062
C 1.6382 0.6535 -1.3658 0.395 0.365 0.285
C -1.5145 -0.4304 1.3393 0.145 -0.150 -0.037
H 0.6139 -0.4848 -2.8532 -0.060 0.039 -0.102
H -2.4561 0.3363 2.9756 -0.069 -0.115 -0.067
H 3.2363 0.9858 -0.0132 -0.100 0.175 -0.032
H -2.4146 -1.3582 2.9744 0.029 -0.239 -0.160
H 1.8719 1.5745 -1.9004 -0.139 -0.127 -0.211
H 2.1756 -0.4688 0.3430 -0.107 -0.044 -0.096
H -1.0002 0.6664 -0.7925 0.045 -0.142 -0.389
H 0.3697 -1.0282 -1.1758 0.060 -0.160 -0.045
```
Forces are in eV/Å.



A 2-piece molecular cluster, C4H8NO3 overall in a non-equilibrium geometry. Source: OMol25; level of theory: ωB97M-V/def2-TZVPD.

Calculated values
electronic energy = -11911.4341 eV
Kohn-Sham gap = 8.147 eV
relative energy (zero: lowest compared OMol25 entry of this formula, charge and spin) = 42.9 kcal/mol
net charge = -1

```
16
Properties=species:S:1:pos:R:3:forces:R:3
O -2.2698 1.0178 -2.1982 -4.785 -0.418 -4.547
O 2.3316 -1.6580 0.6984 -1.037 -0.856 1.495
O 0.8809 -0.0378 0.9538 -0.072 0.369 0.495
N -1.3607 0.4686 -0.2270 2.874 2.287 -2.490
C -0.1578 2.0204 -1.7399 -0.556 -1.802 -2.115
C 0.6495 -1.7371 2.4430 -0.633 -3.400 2.930
C -1.3522 1.0327 -1.4983 2.835 1.347 5.812
C 1.3301 -1.1749 1.3046 2.060 1.864 -4.517
H -0.2033 2.0928 -2.8790 0.665 -0.218 1.296
H 0.7441 1.4577 -1.3798 -0.376 1.456 -0.131
H -0.4080 3.0612 -1.4530 0.452 -0.890 0.714
H 0.4150 -0.8177 3.0206 0.153 -1.089 0.422
H -2.0374 -0.0491 0.2184 -1.954 -1.313 0.265
H 1.4353 -2.5072 2.8984 -1.852 1.687 -0.223
H -0.4200 0.4089 0.1540 0.150 -0.387 0.926
H -0.3593 -2.3483 2.3216 2.075 1.363 -0.334
```
Forces are in eV/Å.



A 2-piece molecular cluster, C4H8NO3 overall in a non-equilibrium geometry. Source: OMol25; level of theory: ωB97M-V/def2-TZVPD.

Calculated values
electronic energy = -11911.5168 eV
Kohn-Sham gap = 8.788 eV
relative energy (zero: lowest compared OMol25 entry of this formula, charge and spin) = 41.0 kcal/mol
net charge = -1

```
16
Properties=species:S:1:pos:R:3:forces:R:3
O 1.7013 -1.0001 0.9173 1.440 -0.911 -1.801
O -1.3879 0.4142 -3.0874 -0.698 0.328 1.368
O 0.1263 0.5956 1.1319 0.516 -0.317 -0.308
N -1.4983 0.7271 -0.8196 -0.276 -0.035 -0.140
C 0.6658 0.5766 -2.1184 0.001 2.299 2.486
C -0.8436 0.5798 -1.9641 -0.541 -2.240 -4.748
C 0.7145 -0.5044 1.4093 -0.001 1.321 1.681
C 0.2428 -1.0382 2.7660 0.877 -2.313 -0.733
H 0.8219 1.5756 -1.6268 0.970 -0.543 -0.548
H 1.3035 -0.1073 -1.5719 -0.458 -0.328 0.537
H 0.0465 -2.2370 2.7135 1.048 2.840 0.634
H -2.4006 0.2816 -0.6581 0.441 0.420 -0.657
H 1.0555 -0.5756 3.4481 -1.826 -1.275 -0.483
H -0.6852 -0.5537 2.6735 -1.475 0.517 1.699
H -0.8285 0.6729 -0.0693 0.296 0.108 1.593
H 0.9661 0.5931 -3.1439 -0.314 0.128 -0.581
```
Forces are in eV/Å.



A 2-piece molecular cluster, C4H8NO3 overall in a non-equilibrium geometry. Source: OMol25; level of theory: ωB97M-V/def2-TZVPD.

Calculated values
electronic energy = -11908.7166 eV
Kohn-Sham gap (alpha / beta) = 10.057 / 5.788 eV
relative energy (zero: lowest compared OMol25 entry of this formula, charge and spin) = 5.8 kcal/mol
spin multiplicity = 2

```
16
Properties=species:S:1:pos:R:3:forces:R:3
O -1.9435 2.1535 1.8468 -0.427 -0.164 -0.111
O 0.6272 -0.2744 -2.4507 -0.218 0.161 0.614
O 1.4072 -0.5190 -0.3814 -0.009 0.111 0.285
N -1.0619 0.8295 0.2424 -0.012 -0.550 -0.290
C -1.3653 1.1321 1.5303 0.585 0.952 0.346
C 1.8748 -2.2663 -1.8756 -1.150 -0.060 1.673
C -0.8201 0.1914 2.5815 0.075 -0.313 -0.164
C 1.2014 -0.9229 -1.6091 0.705 -0.491 -1.524
H -1.4367 1.3445 -0.5401 0.090 0.177 0.318
H -0.4952 -0.7422 2.1270 -0.104 -0.221 0.162
H 2.9401 -2.1759 -1.7097 0.247 -0.073 -0.742
H 1.4393 -2.6935 -2.7676 0.617 0.277 -0.618
H -1.5957 0.0228 3.3286 0.069 -0.087 -0.096
H -0.4317 0.0713 0.0399 -0.382 0.104 0.070
H 1.5356 -2.9470 -1.0916 0.065 -0.069 0.222
H 0.0480 0.6119 3.0941 -0.152 0.246 -0.145
```
Forces are in eV/Å.



One molecule with the formula C4H8NPS in a non-equilibrium geometry. Source: OMol25; level of theory: ωB97M-V/def2-TZVPD.

Calculated values
electronic energy = -25884.0948 eV
Kohn-Sham gap (alpha / beta) = 7.063 / 7.053 eV
relative energy (zero: lowest compared OMol25 entry of this formula, charge and spin) = 167.9 kcal/mol

```
15
Properties=species:S:1:pos:R:3:forces:R:3
S -0.4317 2.0643 -0.4931 0.004 -1.365 0.975
P 0.5768 -0.7050 1.0423 -0.693 1.298 0.702
N -0.3906 -0.9616 -0.8444 -0.348 1.426 2.472
C -0.3286 0.8609 0.6572 0.755 -0.889 -2.462
C 0.2607 -0.5201 2.9029 -0.222 1.291 -1.890
C 0.0941 -0.2087 -1.8707 2.036 0.288 -2.618
C -0.5305 1.1890 -2.1205 -1.149 -1.999 1.437
H 0.0253 1.6707 -2.8410 1.206 1.462 -1.596
H 0.4301 -2.1040 1.1160 -0.064 -0.173 -0.397
H 0.5525 0.4459 3.2891 -0.327 0.593 -0.279
H -1.5943 1.1935 -2.3938 0.296 -0.235 0.106
H -0.7392 -0.7655 3.1703 -0.723 -0.239 0.357
H 0.9533 -1.1417 3.3322 1.463 -2.184 1.232
H -0.1397 -0.8339 -2.7756 -0.680 0.196 0.404
H 1.2617 -0.1837 -2.1706 -1.555 0.530 1.557
```
Forces are in eV/Å.



An isolated ion of composition C4H8NS and charge +1 in a non-equilibrium geometry. Source: OMol25; level of theory: ωB97M-V/def2-TZVPD.

Calculated values
electronic energy = -16594.6156 eV
Kohn-Sham gap = 8.981 eV
relative energy (zero: lowest compared OMol25 entry of this formula, charge and spin) = 18.2 kcal/mol
SMILES = C[N+]1=CCCS1
net charge = +1

```
14
Properties=species:S:1:pos:R:3:forces:R:3
S 1.4076 -0.7992 -1.0030 -1.471 -0.524 1.127
N 0.7705 -0.0318 0.4703 -4.459 0.281 -0.631
C -1.1408 -0.0205 -0.9094 -1.719 -1.069 0.699
C -0.3809 -1.2492 -1.3203 0.156 -0.702 -2.370
C -0.5540 0.3006 0.3735 5.288 -0.142 0.022
C 1.3396 0.2982 1.7723 3.132 0.929 -1.044
H -0.8204 0.9352 1.1910 -1.162 0.008 0.188
H -2.1996 -0.2979 -0.7762 0.203 0.249 -0.092
H 1.3613 -0.4868 2.4973 -0.199 -0.697 0.102
H -0.7820 -2.1177 -0.7762 0.877 0.200 0.320
H 2.3747 0.7425 1.6771 -0.988 -0.779 -0.106
H -0.5712 -1.5325 -2.3991 0.657 0.612 1.020
H -1.1296 0.8347 -1.5568 0.316 0.560 -0.573
H 0.7415 1.1141 2.0311 -0.631 1.073 1.337
```
Forces are in eV/Å.